A:
{"formula": "C5H13NO2", "method": "the ωB97M-V functional and the def2-TZVPD basis", "elements": ["C", "C", "C", "N", "C", "C", "O", "H", "H", "H", "H", "H", "H", "H", "H", "H", "H", "H", "O", "H", "H"], "coordinates": [[-1.92, 1.48, -0.23], [-1.17, 1.16, 1.05], [0.34, 1.02, 0.87], [0.74, 0.04, -0.14], [0.80, -1.31, 0.01], [1.28, -1.85, 1.34], [0.61, -2.04, -0.94], [-1.57, 0.90, -1.09], [-2.99, 1.27, -0.10], [-1.83, 2.54, -0.47], [-1.30, 1.97, 1.77], [-1.54, 0.23, 1.49], [0.84, 1.95, 0.61], [0.77, 0.74, 1.84], [0.48, 0.32, -1.08], [2.11, -2.51, 1.11], [0.50, -2.50, 1.73], [1.58, -1.10, 2.05], [0.48, -0.48, -3.23], [0.64, -1.27, -2.67], [1.14, -0.55, -3.93]], "e_homo_ev": -9.62, "smiles": "CCCNC(C)=O.O", "homo_lumo_gap_ev": 10.557}

B:
{"formula": "C5H13NO2", "method": "the ωB97M-V functional and the def2-TZVPD basis", "elements": ["C", "C", "O", "O", "H", "H", "H", "H", "H", "H", "C", "N", "C", "C", "H", "H", "H", "H", "H", "H", "H"], "coordinates": [[1.30, -1.06, 0.12], [2.19, -0.56, -1.01], [0.28, -1.85, -0.24], [2.06, -1.51, 1.20], [-0.75, -1.20, 0.00], [1.93, -2.46, 1.27], [0.70, -0.01, 0.59], [2.92, 0.16, -0.63], [1.58, -0.09, -1.77], [2.71, -1.40, -1.45], [-2.03, 0.41, -0.97], [-1.53, -0.12, 0.30], [-0.65, 0.76, 1.07], [-0.58, 2.11, 0.88], [-2.30, -0.43, 0.89], [-0.58, 0.40, 2.09], [-2.59, 1.33, -0.82], [-1.18, 0.59, -1.62], [-2.67, -0.34, -1.44], [-0.68, 2.56, -0.09], [-0.12, 2.72, 1.65]], "e_homo_ev": -7.66, "homo_lumo_gap_ev": 8.342}

Energy comparison, zero being the most stable, in eV: A 0.000; B 3.585.